[1]
38
Properties=species:S:1:pos:R:3:lowdin_charge:R:1 method="wB97M-V/def2-TZVPD" e_tot_ha=-954.4468 lumo_ev=0.35 de_lowest_ev=9.9244 homo_lumo_gap_ha=0.3292 homo_ev=-8.61 spin_multiplicity=1
O 2.86 5.05 -2.70 -0.135
O 2.40 -0.21 1.63 -0.110
O 3.09 -0.45 -0.43 0.126
O -2.47 -0.89 -0.52 0.079
N -1.80 -3.68 1.78 -0.012
N -0.45 -1.43 0.69 0.077
C 0.58 2.07 -2.14 -0.008
C 0.24 0.92 0.13 -0.173
C -3.95 -2.83 0.98 -0.112
C 1.17 3.16 -2.77 -0.031
C 2.11 2.47 -0.30 -0.032
C -2.37 -3.08 0.56 -0.199
C 2.67 3.62 -0.93 -0.023
C -2.59 -3.21 3.03 -0.137
C 2.10 -0.66 0.19 -0.331
C -1.83 -1.66 0.13 -0.393
C 0.44 -0.51 -0.13 -0.219
C 2.12 3.91 -2.11 -0.345
C -4.11 -3.10 2.53 -0.160
C 0.98 1.86 -0.82 -0.284
H 1.85 5.63 -3.32 0.283
H 3.55 4.43 -0.66 0.185
H 1.36 -0.70 1.93 0.193
H -0.15 1.51 -2.72 0.123
H -4.41 -4.06 2.65 0.041
H -2.31 -3.60 -0.42 0.156
H -4.59 -3.53 0.41 0.097
H 0.40 -0.71 -1.30 0.186
H -4.60 -2.29 3.25 0.148
H -0.23 -2.21 1.31 0.100
H -2.34 -2.08 3.26 0.136
H -4.21 -1.76 0.60 0.118
H -0.96 1.40 0.07 0.208
H 2.66 1.86 0.53 0.139
H 0.71 1.33 1.20 0.168
H -2.56 -3.85 3.85 0.076
H 0.96 3.24 -3.70 0.045
H -1.83 -4.59 1.74 0.021



[2]
39
Properties=species:S:1:pos:R:3:lowdin_charge:R:1 method="wB97M-V/def2-TZVPD" e_tot_ha=-1030.0602 lumo_ev=0.47 de_lowest_ev=0.4907 homo_lumo_gap_ha=0.3317 smiles="CCOC(=O)c1cccc(NC(=O)N[C@@H](C)C(=O)OC)c1" homo_ev=-8.56 spin_multiplicity=1
O 1.21 -0.90 -0.73 0.089
O 5.55 -1.60 0.49 0.125
O 4.13 -0.09 1.35 -0.037
O -4.81 -0.41 0.47 -0.016
O -3.09 -1.84 0.26 0.122
N 0.90 1.35 -0.35 0.136
N 2.97 0.52 -0.87 0.090
C 4.97 -0.27 -2.06 -0.025
C -6.09 -2.04 -0.82 -0.062
C 4.64 -0.82 0.35 -0.460
C 1.65 0.23 -0.64 -0.517
C -1.01 2.72 0.04 -0.025
C -0.47 1.44 -0.12 -0.209
C -2.36 2.88 0.28 -0.073
C 4.68 -0.32 2.64 -0.038
C -1.30 0.33 -0.03 0.065
C 3.94 -0.55 -0.97 -0.266
C -5.71 -1.51 0.56 -0.217
C -2.66 0.51 0.21 -0.112
C -3.51 -0.71 0.31 -0.443
C -3.20 1.78 0.37 -0.024
H 4.48 -0.20 -3.03 0.083
H -4.25 1.90 0.55 0.113
H -2.77 3.88 0.40 0.105
H 3.33 1.42 -0.58 0.143
H 5.49 0.67 -1.86 0.084
H 5.70 -1.07 -2.08 0.082
H -5.20 -2.43 -1.32 0.075
H -6.50 -1.24 -1.43 0.077
H 1.39 2.24 -0.37 0.140
H -0.91 -0.66 -0.15 0.113
H 4.22 0.42 3.30 0.093
H 5.76 -0.19 2.62 0.096
H 4.45 -1.33 2.97 0.101
H -5.25 -2.30 1.15 0.122
H 3.37 -1.45 -1.22 0.161
H -6.82 -2.83 -0.72 0.076
H -6.58 -1.11 1.08 0.123
H -0.37 3.59 -0.03 0.108



[3]
37
Properties=species:S:1:pos:R:3:lowdin_charge:R:1 method="wB97M-V/def2-TZVPD" e_tot_ha=-1883.1224 lumo_ev=-13.45 de_lowest_ev=0.1068 homo_lumo_gap_ha=0.2591 charge=+3 homo_ev=-20.50 spin_multiplicity=1
Os -0.49 -0.65 -0.44 0.821
S 0.22 -1.69 1.57 0.931
S 1.73 -0.96 -1.07 0.911
S 0.18 1.34 0.49 0.910
N -0.60 3.66 -3.57 0.308
C -1.80 1.81 -2.25 -0.139
C -2.50 -1.22 0.37 -0.046
C 0.79 -0.34 2.68 -0.385
C 2.16 -2.54 -0.29 -0.410
C 1.78 -2.60 1.18 -0.389
C 2.71 0.26 -0.12 -0.392
C 1.92 1.55 -0.02 -0.397
C -1.47 0.45 -2.57 -0.027
C 0.22 1.01 2.28 -0.398
C -1.16 2.85 -2.97 -0.101
C -3.12 1.13 -0.37 0.077
C -2.72 2.12 -1.22 0.042
C -2.13 -0.56 -1.87 -0.166
C -2.75 -0.24 -0.62 -0.332
H 1.59 -3.63 1.48 0.111
H 1.85 2.05 -0.99 0.104
H 1.64 -3.29 -0.89 0.106
H -2.55 -2.27 0.08 0.119
H 2.37 2.26 0.68 0.125
H -2.77 -1.04 1.40 0.111
H 0.79 1.83 2.73 0.123
H 2.96 -0.16 0.85 0.083
H -3.03 3.15 -1.07 0.162
H -3.72 1.37 0.51 0.164
H -2.13 -1.60 -2.24 0.169
H 3.23 -2.70 -0.43 0.125
H 2.55 -2.20 1.84 0.099
H 0.45 -0.61 3.68 0.116
H 1.88 -0.33 2.69 0.090
H 3.63 0.42 -0.68 0.123
H -0.89 0.23 -3.46 0.154
H -0.82 1.13 2.60 0.102



[4]
35
Properties=species:S:1:pos:R:3:mulliken_spin:R:1 method="wB97M-V/def2-TZVPD" e_tot_ha=-3727.3033 lumo_ev="2.86 / 2.85" homo_lumo_gap_ha="0.1980 / 0.2000" charge=-1 homo_ev="-2.53 / -2.59" spin_multiplicity=5
Pm 0.55 -0.79 -0.69 4.039
Br 1.48 -2.84 0.75 -0.009
C 0.10 0.56 4.18 -0.001
C -1.61 -0.07 -2.47 0.002
C -1.08 -2.26 -2.00 -0.001
C -2.16 -0.38 -1.20 -0.004
C -0.76 0.30 2.92 0.006
C -0.94 -1.22 -2.97 -0.008
C 1.77 1.66 -1.66 0.003
C 1.56 0.90 -2.86 -0.006
C 2.30 -0.31 -2.76 0.004
C -0.04 0.25 1.66 -0.024
C 2.99 -0.29 -1.51 -0.007
C -1.90 1.31 2.73 -0.001
C 2.67 0.94 -0.83 -0.007
C -1.85 -1.75 -0.91 -0.002
H 2.32 -1.11 -3.49 0.002
H -0.46 -1.31 -3.94 0.002
H 3.05 1.26 0.13 0.001
H -2.80 0.28 -0.61 0.000
H 0.59 1.55 4.16 0.000
H -1.51 2.33 2.58 0.000
H -0.48 0.51 5.11 0.000
H -1.20 -0.69 3.06 -0.001
H -2.63 1.35 3.55 0.000
H -2.45 1.04 1.82 0.000
H -1.75 0.87 -3.02 0.001
H 1.36 2.66 -1.47 0.002
H 0.97 1.22 -3.71 0.001
H 3.61 -1.09 -1.10 0.000
H -0.73 0.18 0.79 0.007
H -0.63 -3.26 -2.05 0.000
H 0.88 -0.20 4.27 0.000
H 0.93 0.69 1.54 -0.001
H -2.13 -2.30 -0.01 0.004



[5]
37
Properties=species:S:1:pos:R:3:mulliken_spin:R:1 method="wB97M-V/def2-TZVPD" e_tot_ha=-1242.2088 lumo_ev="0.41 / -2.05" de_lowest_ev=3.0655 homo_lumo_gap_ha="0.1898 / 0.2335" homo_ev="-4.76 / -8.41" spin_multiplicity=3
Pd 0.95 0.99 0.48 0.127
Cl 0.06 1.08 3.60 0.034
N -0.96 0.90 -0.66 0.142
N 0.63 -1.26 0.03 0.198
C 1.20 -3.58 -0.05 0.177
C -2.66 -0.53 -1.57 0.047
C -2.99 1.85 -1.50 0.177
C -3.44 0.58 -1.87 0.026
C -0.86 -2.82 -1.02 0.072
C -1.39 -0.35 -0.98 0.109
C 0.04 -3.85 -0.78 0.016
C 0.77 2.80 1.17 -0.019
C 2.13 0.92 -1.11 0.607
C 1.42 -2.28 0.40 -0.082
C -0.51 -1.50 -0.66 0.107
C -1.76 1.96 -0.85 -0.078
C 2.46 0.36 1.77 0.008
C -0.41 0.62 1.99 0.220
H -1.42 2.92 -0.46 0.008
H -4.40 0.45 -2.38 0.003
H 2.05 -0.48 2.35 -0.003
H -3.56 2.75 -1.70 0.015
H -2.99 -1.54 -1.79 0.033
H 2.24 -2.07 1.07 0.016
H 0.36 3.26 0.24 0.000
H 1.93 -4.35 0.17 0.017
H 2.91 1.37 -0.50 -0.007
H 1.55 1.77 -1.57 -0.009
H 1.88 2.90 1.09 0.011
H -0.48 -0.47 1.93 -0.017
H 2.68 1.22 2.41 -0.002
H -1.32 1.16 1.70 0.005
H 3.33 0.04 1.18 0.010
H -1.82 -2.99 -1.50 0.034
H 0.30 3.04 2.15 0.007
H 2.26 -0.04 -1.63 -0.013
H -0.17 -4.85 -1.16 0.003



[6]
51
Properties=species:S:1:pos:R:3:mulliken_spin:R:1 method="wB97M-V/def2-TZVPD" e_tot_ha=-2645.3514 lumo_ev="3.83 / 3.82" homo_lumo_gap_ha="0.1031 / 0.1028" charge=-2 homo_ev="1.02 / 1.02" spin_multiplicity=2
K 0.16 1.19 -0.97 0.008
F -0.41 -3.25 1.15 0.000
F -6.05 -3.89 2.58 0.000
F -6.78 -2.06 1.72 0.000
F 5.62 2.12 -1.35 0.010
F 6.26 2.36 0.68 0.001
F 0.99 -4.86 0.68 0.000
F -6.68 -3.85 0.61 0.000
F -0.23 -3.91 -0.81 0.000
F 5.62 0.47 0.04 -0.022
O -2.17 2.60 -1.96 -0.001
O -4.34 -1.64 0.62 0.000
O 2.86 -3.10 -0.12 -0.003
O 2.88 1.39 0.07 0.176
O 3.77 3.45 0.71 0.024
O 1.18 -1.48 -0.26 0.000
O -4.30 3.79 -0.12 0.000
O -3.62 -3.60 1.47 0.000
C 3.18 4.51 2.67 0.001
C -4.62 2.77 -1.03 0.000
C -2.57 -1.37 -1.12 -0.001
C -6.05 -3.12 1.53 0.000
C 0.50 -3.68 0.30 0.000
C -4.53 -2.84 1.21 0.000
C -3.06 -1.12 0.31 0.000
C -3.58 2.35 -2.20 0.000
C 4.07 -1.92 -1.87 -0.006
C 1.58 -2.63 0.01 0.004
C 3.97 -2.16 -0.34 0.015
C 5.38 1.78 -0.11 0.042
C 3.89 2.14 0.25 0.757
C 2.64 3.93 1.38 -0.004
H -3.78 2.88 -3.13 0.000
H -1.63 -0.90 -1.42 0.001
H -5.57 3.03 -1.48 0.000
H 3.21 -1.33 -2.17 0.005
H 4.88 -1.26 -2.18 0.001
H 3.91 5.31 2.53 0.000
H 3.64 3.61 3.07 0.003
H 1.82 3.22 1.49 -0.003
H -2.97 -0.04 0.43 0.000
H -2.47 -2.46 -1.15 0.000
H 2.36 4.82 3.32 -0.002
H 3.80 -1.21 0.16 -0.010
H 4.92 -2.43 0.13 0.000
H -3.27 -1.01 -1.87 0.000
H 4.24 -2.90 -2.32 0.000
H -4.74 1.82 -0.50 0.000
H -2.36 -1.62 0.97 0.000
H 2.20 4.77 0.85 0.006
H -3.75 1.31 -2.48 0.000



[7]
40
Properties=species:S:1:pos:R:3:lowdin_charge:R:1 method="wB97M-V/def2-TZVPD" e_tot_ha=-1378.1700 lumo_ev=0.67 de_lowest_ev=1.6936 homo_lumo_gap_ha=0.3705 smiles="CCCS(=O)(=O)N1CCN(C(=O)c2ccccc2F)CC1" homo_ev=-9.41 spin_multiplicity=1
S -0.68 -0.19 -3.04 0.647
F -0.38 1.34 2.25 0.069
O 2.43 -0.86 2.36 0.088
O -2.05 -0.60 -3.14 -0.293
O 0.27 -0.69 -3.99 -0.287
N 0.72 -1.40 0.99 -0.041
N -0.15 -0.68 -1.54 -0.251
C 0.70 2.15 -5.07 -0.104
C 0.62 2.23 -3.55 -0.282
C -1.03 -0.48 -0.42 -0.171
C -0.67 1.65 -3.01 -0.215
C 1.60 -1.59 -0.15 -0.098
C -0.68 -1.51 0.66 -0.101
C -0.68 -1.24 5.42 -0.076
C 1.24 -0.98 2.16 -0.415
C 0.15 -1.55 4.35 -0.009
C -1.40 -0.06 5.42 -0.074
C -0.47 0.49 3.29 -0.225
C 0.26 -0.69 3.27 -0.090
C -1.30 0.82 4.35 -0.002
C 1.25 -0.56 -1.23 -0.168
H 1.48 0.45 -0.85 0.136
H -1.53 1.94 -3.61 0.103
H 0.69 3.28 -3.23 0.113
H 2.63 -1.47 0.19 0.127
H -2.04 0.19 6.25 0.106
H -1.85 1.75 4.33 0.119
H -0.86 1.91 -1.98 0.092
H 1.45 -2.60 -0.55 0.138
H 1.46 1.69 -3.11 0.097
H -1.29 -1.36 1.55 0.129
H -2.05 -0.62 -0.77 0.122
H -0.91 0.53 0.00 0.117
H 1.80 -0.75 -2.14 0.121
H -0.86 -2.52 0.26 0.138
H 1.63 2.58 -5.42 0.075
H 0.73 -2.46 4.36 0.125
H -0.12 2.70 -5.52 0.077
H -0.75 -1.92 6.25 0.104
H 0.65 1.11 -5.38 0.059



[8]
37
Properties=species:S:1:pos:R:3:lowdin_charge:R:1 method="wB97M-V/def2-TZVPD" e_tot_ha=-1152.4142 lumo_ev=0.75 de_lowest_ev=0.2557 homo_lumo_gap_ha=0.3206 smiles="CCCN(CC1CC1)C(=S)Nc1ccccc1F" homo_ev=-7.97 spin_multiplicity=1
S 0.73 1.57 1.32 0.729
F 2.00 -1.12 2.15 0.053
N -0.44 -0.76 0.86 0.065
N 0.22 0.44 -1.00 -0.127
C -0.15 -0.69 -1.83 -0.130
C 0.86 -1.26 2.86 -0.252
C 0.87 1.56 -1.64 -0.229
C 0.94 -1.60 4.19 -0.005
C -2.37 0.31 -2.84 -0.107
C -1.45 -1.73 4.28 -0.092
C -2.66 0.07 -1.39 -0.124
C 0.17 0.36 0.34 -0.786
C -1.65 -0.79 -2.11 -0.266
C 3.05 2.57 -2.40 -0.106
C -1.52 -1.36 2.95 -0.017
C -0.37 -1.10 2.21 -0.231
C 2.39 1.37 -1.74 -0.246
C -0.22 -1.83 4.91 -0.087
H -2.30 0.80 -0.69 0.100
H 2.79 1.24 -0.73 0.091
H -2.48 -1.27 2.46 0.114
H 0.66 2.45 -1.04 0.079
H -2.36 -1.92 4.83 0.101
H -3.11 0.04 -3.57 0.099
H -0.16 -2.10 5.95 0.102
H 0.18 -1.62 -1.34 0.127
H 2.86 3.47 -1.83 0.075
H 0.38 -0.61 -2.78 0.129
H -1.82 1.20 -3.10 0.094
H 2.67 2.71 -3.41 0.071
H 2.61 0.46 -2.30 0.107
H -1.25 -1.10 0.37 0.125
H 4.13 2.42 -2.46 0.070
H 0.45 1.70 -2.63 0.118
H 1.92 -1.70 4.64 0.119
H -1.96 -1.80 -2.35 0.134
H -3.60 -0.38 -1.12 0.101



[9]
37
Properties=species:S:1:pos:R:3:lowdin_charge:R:1 method="wB97M-V/def2-TZVPD" e_tot_ha=-1068.2094 lumo_ev=-0.18 de_lowest_ev=2.1942 homo_lumo_gap_ha=0.3287 smiles="CC(C)OC(=O)OCC[C@@H](C)c1ccc(I)cc1" homo_ev=-9.13 spin_multiplicity=1
I -3.47 -1.77 -6.35 0.571
O 3.28 1.08 2.69 0.085
O 1.16 1.53 3.53 0.025
O 1.37 0.69 1.38 -0.041
C -0.69 2.40 4.52 -0.057
C -1.53 -0.83 -2.38 -0.017
C -0.36 -1.61 -2.39 -0.215
C 2.02 1.00 2.59 -0.410
C 2.13 0.04 0.41 -0.175
C -0.01 3.32 2.34 -0.044
C -0.87 -2.59 -4.46 -0.134
C -0.02 -2.44 -3.38 -0.072
C -0.14 2.10 3.19 -0.431
C 0.57 -1.65 -1.15 -0.295
C -2.03 -1.86 -4.48 -0.495
C 1.13 -0.19 -0.80 -0.093
C -2.39 -0.93 -3.48 -0.129
C -0.06 -2.27 0.15 -0.054
H -0.74 -1.53 0.56 0.060
H -1.04 3.74 2.18 0.108
H 0.31 3.20 1.31 0.077
H 0.74 3.99 2.77 0.098
H 1.74 0.11 -1.71 0.125
H -0.60 1.55 5.23 0.110
H -0.72 -3.17 -0.11 0.099
H 0.27 0.53 -0.66 0.123
H 2.57 -0.88 0.74 0.123
H -3.34 -0.42 -3.72 0.076
H 0.93 -2.97 -3.48 0.127
H -0.39 3.28 5.08 0.090
H -0.74 1.42 2.63 0.135
H -1.71 2.69 4.31 0.084
H -0.39 -3.36 -5.14 0.135
H 0.63 -2.49 1.00 0.085
H -1.79 -0.19 -1.57 0.108
H 1.34 -2.31 -1.44 0.095
H 2.88 0.77 0.11 0.126



[10]
34
Properties=species:S:1:pos:R:3:lowdin_charge:R:1 method="wB97M-V/def2-TZVPD" e_tot_ha=-599.3871 lumo_ev=0.74 de_lowest_ev=5.3559 homo_lumo_gap_ha=0.3157 smiles="CCC(C)(CC)N=C=C1C=CC=C1.C#C" homo_ev=-7.85 spin_multiplicity=1
N 0.36 0.05 0.09 0.154
C -0.27 -2.02 -1.58 -0.081
C 2.62 -0.74 0.56 -0.134
C 1.06 -2.03 -0.87 -0.170
C -0.60 0.74 -0.01 -0.048
C 1.92 0.33 -1.68 0.008
C 3.11 0.71 1.00 -0.056
C 1.49 -0.57 -0.48 -0.477
C -2.91 1.02 -0.73 -0.070
C -2.18 2.31 1.08 -0.069
C -1.75 1.34 0.06 -0.282
C -1.04 -0.66 2.32 0.039
C -3.95 1.79 -0.27 -0.108
C -3.51 2.58 0.84 -0.098
C -0.94 -1.88 2.06 0.054
H -0.80 -1.17 -1.01 0.077
H 1.39 0.01 -2.55 0.081
H 1.03 -2.51 0.04 0.056
H 3.23 1.34 0.18 0.034
H -4.91 1.77 -0.74 0.079
H 1.58 1.33 -1.64 0.078
H 2.92 0.39 -1.82 0.047
H -2.90 0.33 -1.63 0.125
H -1.42 0.22 2.66 -0.002
H -1.50 2.69 1.79 0.085
H -0.60 -2.84 1.93 -0.002
H -0.25 -1.79 -2.63 0.061
H -4.02 3.30 1.42 0.076
H -0.90 -2.93 -1.48 0.086
H 2.28 1.12 1.52 0.047
H 2.23 -1.36 1.40 0.125
H 1.83 -2.49 -1.50 0.128
H 3.34 -1.18 0.03 0.063
H 4.04 0.79 1.64 0.092



[11]
41
Properties=species:S:1:pos:R:3:lowdin_charge:R:1 method="wB97M-V/def2-TZVPD" e_tot_ha=-1371.4198 lumo_ev=-8.24 de_lowest_ev=0.0000 homo_lumo_gap_ha=0.2729 charge=+2 homo_ev=-15.67 spin_multiplicity=1
P -4.73 -3.64 -1.25 0.429
O -5.80 -3.14 -0.22 -0.040
O 2.17 3.58 0.17 0.007
O -4.13 -4.93 -0.60 -0.048
O -5.02 -3.64 -2.66 -0.180
O 3.50 1.68 1.81 -0.145
N 1.25 2.60 -0.03 -0.050
N -3.51 -2.38 -0.93 -0.038
C 2.81 -0.59 2.00 -0.052
C -1.76 -1.45 0.35 0.052
C -0.64 0.67 -0.37 -0.107
C -1.66 -0.39 -0.56 -0.098
C 4.21 2.71 1.16 -0.174
C -0.29 1.11 0.91 0.053
C -2.69 -2.43 0.14 -0.002
C -2.53 -0.36 -1.65 0.058
C -3.45 -1.36 -1.81 0.010
C 0.93 2.24 -1.28 0.060
C 3.54 3.18 -0.11 -0.099
C 0.67 2.08 1.05 0.058
C 3.55 0.42 1.16 -0.263
C -0.02 1.27 -1.47 0.061
H -3.28 -5.22 -0.95 0.126
H 3.08 0.49 0.17 0.105
H -4.14 -1.41 -2.64 0.150
H 4.03 4.09 -0.47 0.149
H -0.27 0.97 -2.48 0.139
H 1.82 -0.22 2.27 0.055
H -2.79 -3.26 0.82 0.152
H -2.51 0.45 -2.36 0.141
H -0.75 0.71 1.80 0.144
H 4.59 0.11 1.00 0.136
H 3.59 2.45 -0.92 0.126
H -6.63 -3.65 -0.27 0.136
H 1.00 2.46 2.01 0.174
H 4.28 3.54 1.85 0.144
H 5.23 2.41 0.91 0.146
H 2.67 -1.52 1.44 0.085
H -1.10 -1.52 1.21 0.138
H 3.34 -0.83 2.92 0.093
H 1.45 2.73 -2.09 0.171



[12]
37
Properties=species:S:1:pos:R:3:lowdin_charge:R:1 method="wB97M-V/def2-TZVPD" e_tot_ha=-784.3792 lumo_ev=0.60 de_lowest_ev=1.7906 homo_lumo_gap_ha=0.3314 smiles=Cc1ccc(C(C)C)cc1OCCn1cncn1 homo_ev=-8.42 spin_multiplicity=1
O -1.19 -0.26 -0.81 -0.043
N -4.49 -0.43 -0.45 0.100
N -3.76 0.68 -0.26 -0.145
N -4.71 0.26 1.66 0.073
C 3.52 0.65 0.44 -0.390
C 0.18 -2.03 -0.11 -0.204
C 1.40 -2.50 0.33 -0.035
C 3.21 1.72 1.49 -0.066
C -3.90 1.07 1.02 -0.159
C 3.93 1.30 -0.88 -0.066
C 2.48 -1.64 0.51 -0.038
C -5.04 -0.65 0.72 -0.229
C -2.95 1.23 -1.30 -0.096
C 2.35 -0.28 0.25 -0.216
C 0.05 -0.66 -0.37 -0.206
C -1.46 1.10 -0.96 -0.186
C 1.12 0.20 -0.19 0.030
C -1.00 -2.93 -0.31 -0.031
H -5.70 -1.47 0.91 0.098
H -0.87 1.54 -1.78 0.135
H -3.43 1.94 1.44 0.123
H -0.77 -3.94 0.01 0.077
H 4.81 1.91 -0.75 0.076
H -1.24 1.65 -0.04 0.129
H -1.86 -2.56 0.25 0.080
H 4.14 0.53 -1.63 0.082
H 1.02 1.25 -0.40 0.104
H 3.13 1.93 -1.27 0.073
H 2.40 2.36 1.16 0.072
H -1.29 -2.94 -1.36 0.088
H 2.91 1.25 2.43 0.082
H 1.52 -3.55 0.54 0.111
H 4.37 0.06 0.80 0.130
H 4.08 2.33 1.68 0.076
H -3.21 2.28 -1.47 0.130
H 3.42 -2.03 0.86 0.108
H -3.17 0.64 -2.20 0.132